## a
Molecular formula: C9H10O3S
Method: DFT, ωB97M-V with the def2-TZVPD basis set

Cartesian coordinates (Å):
C: -3.696 0.369 0.697
C: -3.251 -0.294 -0.412
C: -2.716 1.020 1.428
C: -1.864 -0.215 -0.743
C: -1.366 1.112 1.143
C: -0.925 0.457 -0.008
C: 4.041 -0.298 0.606
C: 3.177 -0.487 -0.398
C: 1.860 -1.083 -0.129
O: 1.403 1.718 -0.217
O: 0.594 0.288 -2.093
O: 1.368 -2.029 -1.002
S: 0.721 0.522 -0.637
H: -4.780 0.400 1.042
H: -3.923 -0.587 -1.173
H: -3.132 1.620 2.303
H: -1.523 -0.604 -1.699
H: -0.666 1.599 1.722
H: 4.885 0.307 0.346
H: 3.681 -0.756 1.557
H: 3.293 -0.085 -1.502
H: 1.698 -1.426 1.017
H: 1.121 -1.549 -1.848

As for the orbital gap: 9.82 eV. As for the SMILES: C=C[C@H](O)S(=O)(=O)c1ccccc1. The HOMO energy is -9.7 eV. Its net charge is 0.

=====

## b
Molecular formula: C9H10O3S
Method: DFT, ωB97M-V with the def2-TZVPD basis set

Cartesian coordinates (Å):
C: -3.269 0.065 -0.813
C: -2.102 -0.073 -1.640
C: -3.062 0.303 0.536
C: -0.867 0.139 -1.124
C: -1.769 0.506 1.020
C: -0.659 0.414 0.224
C: 1.590 -0.968 0.702
C: 0.710 0.566 0.799
C: 2.029 -2.229 -0.275
O: 2.116 0.992 -1.499
O: 3.205 1.764 0.681
O: 3.191 -2.314 -0.400
S: 1.839 1.753 -0.301
H: -4.240 -0.122 -1.200
H: -2.383 -0.067 -2.686
H: -3.821 0.332 1.229
H: -0.054 0.026 -1.734
H: -1.688 0.572 2.056
H: 1.014 -1.604 1.519
H: 2.499 -0.734 1.228
H: 0.657 0.857 1.831
H: 1.307 -2.842 -0.782
H: 3.757 2.665 0.628

As for the orbital gap: 9.24 eV. The HOMO energy is -8.9 eV. Its net charge is 0.

=====

Verdict on stability: b comes out at the bottom.

=====

## a
Molecular formula: C3H5Cl2F
Method: DFT, ωB97M-V with the def2-TZVPD basis set

Cartesian coordinates (Å):
C: 0.957 -0.663 -1.469
C: -0.013 0.164 -0.629
C: -0.075 -0.149 0.870
H: 1.140 0.038 -2.403
H: 0.500 -1.505 -1.889
H: 1.740 -0.700 -0.734
H: -1.077 0.410 -0.961
H: -0.356 0.764 1.272
F: 1.131 -0.691 1.439
Cl: 0.392 2.134 -0.713
Cl: -1.412 -1.481 0.662

As for the orbital gap: 11.19 eV. As for the SMILES: C[C@H](Cl)[C@H](F)Cl. The HOMO energy is -10.8 eV. Its net charge is 0.

=====

## b
Molecular formula: C3H5Cl2F
Method: DFT, ωB97M-V with the def2-TZVPD basis set

Cartesian coordinates (Å):
C: -1.306 -0.266 0.153
C: 0.045 0.639 0.312
C: 1.222 -0.318 -0.282
H: -2.205 0.035 0.404
H: -1.119 -1.131 0.708
H: 0.078 0.890 1.377
H: 0.679 -0.794 -1.009
H: 1.413 -1.126 0.413
F: -1.328 -0.650 -1.132
Cl: -0.307 2.258 -0.494
Cl: 2.827 0.462 -0.450

As for the orbital gap: 11.62 eV. As for the SMILES: FC[C@H](Cl)CCl. The HOMO energy is -10.8 eV. Its net charge is 0.

=====

Verdict on stability: a comes out at the bottom.